1.
3 unconnected molecules or ions with the total composition C15H30O8 in a non-equilibrium geometry. Source: OMol25; level of theory: ωB97M-V/def2-TZVPD.

Structure (XYZ):
```
53
C15H30O8, DFT ωB97M-V/def2-TZVPD
O 2.1696 1.3861 2.2885
C 2.8551 1.6654 1.3878
O 4.1899 1.6298 1.4275
C 4.7783 2.7074 0.6677
C 6.0874 2.3197 0.0075
C 5.9870 1.2847 -1.1576
C 4.6259 0.6699 -1.5282
C 4.2594 1.1154 -2.9692
O 5.5415 1.4539 -3.4969
C 6.3364 1.9473 -2.5125
O 7.1048 2.7705 -2.7126
H 2.3685 1.9399 0.4335
H 4.0666 3.1700 -0.0251
H 5.0155 3.4867 1.4028
H 6.4894 3.2402 -0.4302
H 6.8133 1.9545 0.7325
H 6.6730 0.4892 -0.8730
H 4.8638 -0.3934 -1.6904
H 3.8323 0.5897 -0.7900
H 3.6337 2.0091 -2.8991
H 3.8320 0.2686 -3.4891
C -1.3722 -0.9651 0.6271
O -0.1791 -1.3730 -0.0264
C 0.8931 -1.6062 0.8785
C 1.1040 -3.0903 1.0956
O 0.0209 -3.6715 1.8071
C -0.8586 -4.4035 0.9716
H -2.1800 -0.9798 -0.1027
H -1.6319 -1.6354 1.4496
H -1.2626 0.0568 1.0058
H 0.7249 -1.0874 1.8259
H 1.7953 -1.1849 0.4206
H 2.0013 -3.2325 1.7074
H 1.2641 -3.6001 0.1405
H -0.3787 -5.3293 0.6357
H -1.1719 -3.8176 0.1040
H -1.7402 -4.6610 1.5575
C -5.3212 -1.0321 -1.0774
O -4.7963 -0.2603 -0.0102
C -5.0437 1.1311 -0.1674
C -6.1789 1.5957 0.7205
O -7.4233 1.0533 0.3018
C -7.8591 -0.0209 1.1177
H -5.2487 -2.0827 -0.7977
H -6.3691 -0.7919 -1.2721
H -4.7320 -0.8713 -1.9868
H -5.2479 1.3749 -1.2142
H -4.1286 1.6544 0.1288
H -6.2616 2.6848 0.6440
H -5.9756 1.3470 1.7664
H -8.1738 0.3522 2.0981
H -7.0768 -0.7730 1.2462
H -8.7155 -0.4853 0.6305
```

Computed properties:
SMILES   O=COCC[C@H]1CCOC1=O.COCCOC.COCCOC
HOMO-LUMO gap   9.70 eV
Total charge   0

Löwdin atomic charge list, values in e, 8 entries: O 0.125; C -0.418; O -0.014; C -0.177; C -0.104; C -0.160; C -0.113; C -0.129

2.
2 unconnected molecules or ions with the total composition C15H31BN3O4. Source: OMol25; level of theory: ωB97M-V/def2-TZVPD.

Structure (XYZ):
```
54
C15H31BN3O4, DFT ωB97M-V/def2-TZVPD
C -6.6719 1.1604 0.2298
C -5.6283 0.9183 -0.8444
O -4.3123 0.8869 -0.2539
C -3.3202 1.6491 -0.9250
C -2.0031 1.0208 -0.5796
O -1.8575 -0.3183 -1.1581
C -1.6338 -1.1947 -0.1805
C -0.3973 -1.7623 0.1464
C -0.3820 -2.5571 1.2509
C -1.5607 -2.8121 1.9997
C -1.5478 -3.6599 3.2259
B -1.4530 -2.6806 4.4944
O -2.5695 -2.2997 5.1891
O -0.2106 -2.2655 4.8861
N -2.7154 -2.2801 1.6362
N -2.6902 -1.5017 0.5669
H -6.8256 2.2214 0.4202
H -6.3941 0.6634 1.1584
H -7.6284 0.7537 -0.1017
H -5.8020 -0.0443 -1.3308
H -5.6652 1.7057 -1.5977
H -3.4869 1.6911 -2.0036
H -3.2959 2.6731 -0.5345
H -1.9945 0.9050 0.5078
H -1.1339 1.6290 -0.8273
H 0.4783 -1.5316 -0.4446
H 0.5435 -3.0078 1.5869
H -2.4714 -4.2349 3.2664
H -0.6692 -4.3024 3.2197
H -3.2909 -1.9683 4.6441
H -0.1640 -1.3206 5.0672
H -3.5743 -1.0461 0.3163
C 6.4882 1.5237 -2.0190
C 5.0449 1.3309 -2.4574
N 4.3496 0.3099 -1.6891
C 3.0950 -0.1016 -2.2782
C 1.9633 0.9333 -2.3880
C 4.3502 0.4974 -0.2488
C 3.7668 1.8018 0.3113
H 7.0225 0.5733 -2.0223
H 6.9930 2.2019 -2.7068
H 6.5626 1.9590 -1.0220
H 5.0379 1.0103 -3.5022
H 4.5325 2.3057 -2.4296
H 2.7262 -0.9774 -1.7305
H 3.3094 -0.4699 -3.2857
H 1.5131 1.1493 -1.4164
H 1.1747 0.5281 -3.0274
H 2.3103 1.8690 -2.8237
H 5.3817 0.4127 0.0986
H 3.8320 -0.3567 0.1981
H 4.1312 2.6749 -0.2305
H 4.0664 1.9177 1.3544
H 2.6767 1.8170 0.2845
```

Computed properties:
HOMO-LUMO gap   5.69 eV
Total charge   +1

Löwdin atomic charge list, values in e, 8 entries: C -0.063; C -0.235; O -0.183; C -0.174; C -0.102; O 0.031; C -0.278; C 0.100

3.
A single C15H31BN3O5PS3 molecule in a non-equilibrium geometry. Source: OMol25; level of theory: ωB97M-V/def2-TZVPD.

Structure (XYZ):
```
59
C15H31BN3O5PS3, DFT ωB97M-V/def2-TZVPD
C 4.3392 -1.3811 1.8250
C 3.5459 -0.4472 0.8268
P 1.7524 -0.9948 0.7707
C 1.2115 -0.9489 2.5907
C 1.3907 0.5263 3.1524
C 0.6558 0.2549 -0.1067
C -0.8849 -0.1526 0.0397
C -1.2807 -1.4346 -0.7751
C -2.0810 -2.4956 0.1207
C -3.6378 -2.5367 -0.1526
C -4.3436 -1.9584 1.1356
N -5.8044 -1.7668 0.9458
C -1.7834 1.1348 -0.1534
S -3.5041 0.8422 -0.7681
N -1.9265 1.7380 1.2392
C -2.4028 2.8879 1.1148
S -3.2449 4.2531 1.2608
O -1.2053 2.1759 -0.9620
S -0.3658 1.6126 -2.2610
O -1.2447 0.7518 -3.0616
O 0.0578 2.7591 -3.0745
C 1.0920 0.6912 -1.5549
C 2.2506 1.7784 -1.5128
O 1.8641 2.9421 -0.7914
C 2.3099 4.1432 -1.4224
B 1.5582 -0.4343 -2.6078
N 2.1681 -1.7614 -2.3562
O 1.4319 -0.0840 -3.9668
H 5.2241 -1.8706 1.3533
H 3.6764 -2.2121 2.1811
H 4.7322 -0.8182 2.7119
H 3.5915 0.6351 1.1199
H 4.0585 -0.5224 -0.1691
H 0.1651 -1.3281 2.7078
H 1.8576 -1.6239 3.2040
H 1.8081 1.2507 2.4128
H 2.1008 0.5082 4.0238
H 0.4314 0.9644 3.5395
H 0.7253 1.1945 0.5220
H -0.9836 -0.4289 1.1223
H -0.3668 -1.9983 -1.1062
H -1.8880 -1.2595 -1.6892
H -1.6950 -3.5274 -0.1045
H -1.9265 -2.3348 1.2150
H -3.9085 -1.9587 -1.0669
H -3.9604 -3.6009 -0.2923
H -4.2093 -2.6797 1.9826
H -3.9039 -0.9690 1.4284
H -6.0236 -1.5297 -0.0215
H -6.1207 -1.0274 1.5755
H -4.3034 0.9301 0.3543
H 3.2252 1.3331 -1.1681
H 2.4409 2.0999 -2.5763
H 3.4049 4.3447 -1.2662
H 1.7676 4.9819 -0.9086
H 2.0416 4.2104 -2.5036
H 3.0720 -1.5957 -1.8942
H 1.6268 -2.3439 -1.7154
H 1.4215 -0.9184 -4.4666
```

Computed properties:
SMILES   CCP(CC)[C@@H]1[C@H](CCCCN)[C@@](S)(N=C=S)OS(=O)(=O)[C@]1(COC)B(N)O
HOMO-LUMO gap   7.99 eV
Total charge   0

Löwdin atomic charge list, values in e, 8 entries: C -0.161; C -0.412; P 1.001; C -0.370; C -0.155; C -0.367; C -0.262; C -0.158

4.
A molecular structure, C15H31BN9S3V. Source: OMol25; level of theory: ωB97M-V/def2-TZVPD.

Structure (XYZ):
```
60
C15H31BN9S3V, DFT ωB97M-V/def2-TZVPD
V 0.6078 1.2008 -1.1022
C 2.1130 1.7772 1.5708
N 1.6647 0.5675 2.2224
C 2.3245 -0.1289 3.2095
C 1.7230 -1.3407 3.2932
N 0.7331 -1.4016 2.3451
B 0.1006 -2.7329 1.7845
N 1.2972 -3.6103 1.2852
C 1.2746 -4.9837 1.4359
C 2.3879 -5.4926 0.8709
N 3.0968 -4.4249 0.3666
C 4.3821 -4.5074 -0.3074
C 2.4213 -3.2799 0.6128
S 3.0503 -1.7349 0.1698
C 0.7094 -0.2383 1.7195
S -0.4882 0.2553 0.5474
H 2.9690 2.1847 2.1011
H 1.3204 2.5240 1.5414
H 2.4633 1.5156 0.5536
H 3.1565 0.2899 3.7469
H 1.9441 -2.1802 3.9284
H -0.4518 -3.3235 2.6689
H -0.6266 -2.4327 0.8682
H 0.4685 -5.4752 1.9496
H 2.7443 -6.5039 0.7931
H 4.7792 -5.5089 -0.1674
H 5.0671 -3.7781 0.1170
H 4.2701 -4.3059 -1.3713
N 1.4998 -0.3431 -2.0877
C 0.6167 -1.4035 -2.6616
C -0.4601 -0.8740 -3.5949
C -1.5298 -0.0429 -2.9060
N -0.9916 1.2601 -2.4287
H 2.1929 -0.0696 -2.7875
H 2.0714 -0.8436 -1.3416
H 0.1677 -1.9272 -1.8152
H 1.2460 -2.1186 -3.1918
H -0.9489 -1.7370 -4.0493
H -0.0124 -0.3069 -4.4181
H -1.9281 -0.5731 -2.0400
H -2.3537 0.1469 -3.5945
H -1.7351 1.7944 -1.9412
H -0.7493 1.8285 -3.2415
C 0.0650 5.8404 -0.9427
C 0.4248 4.4445 -1.0443
N 0.6991 3.3331 -1.1179
H 0.9413 6.4611 -1.1287
H -0.3251 6.0337 0.0566
H -0.7119 6.0631 -1.6743
C -5.5196 2.7323 2.2806
N -4.2810 3.0120 1.5692
C -4.1002 2.8490 0.2635
N -5.1026 2.3206 -0.4475
S -2.6326 3.3021 -0.4812
H -5.3801 2.9829 3.3272
H -5.7772 1.6741 2.2150
H -6.3424 3.3369 1.8942
H -3.5128 3.4276 2.0676
H -6.0080 2.1473 -0.0427
H -5.0242 2.3182 -1.4486
```

Computed properties:
HOMO-LUMO gap (alpha / beta)   5.24 / 6.00 eV
Total charge   +2
Spin multiplicity   3

Löwdin atomic charge list, values in e, 8 entries: V 0.671; C -0.024; N -0.117; C -0.010; C -0.023; N 0.000; B -0.407; N 0.000

Question: What is the formula in the second record?
Answer: C15H31BN3O4

Question: Which value of total charge does entry 2 give?
Answer: +1

Question: Look up the total charge of the second one.
Answer: +1

Question: Which of these has the highest total charge?
Answer: C15H31BN9S3V